1.
Here is 3 unconnected molecules or ions with the total composition C28H43BF7O12 from the OMol25 dataset. Energies are from ωB97M-V/def2-TZVPD.

```
91
Properties=species:S:1:pos:R:3
C 0.452 2.995 -3.400
C 0.016 2.003 -2.859
C -0.349 0.597 -2.470
C -0.018 -0.480 -3.548
C -0.449 0.018 -4.959
C -1.934 0.452 -5.064
O -2.028 1.882 -5.389
C -3.009 2.515 -4.706
C -2.704 3.913 -4.138
O -4.123 2.072 -4.548
O -0.962 -1.498 -3.220
B -0.482 -2.795 -3.757
O -1.329 -2.979 -4.998
C -0.783 -4.141 -2.873
C -2.282 -4.478 -2.740
F -2.960 -3.450 -2.078
O 0.946 -2.503 -4.010
C 1.359 -1.267 -3.449
C 2.496 -0.849 -4.415
C 3.641 0.025 -3.815
C 3.275 1.481 -3.473
O 3.028 1.808 -2.352
O 3.298 2.380 -4.549
O 1.646 -1.379 -2.074
C 2.691 -2.287 -1.765
C 2.298 -3.349 -0.726
C 3.608 -4.170 -0.427
C 1.729 -2.766 0.620
C 0.203 -3.036 0.684
C 2.103 -1.290 0.898
H 0.856 3.849 -3.908
H -1.446 0.582 -2.345
H 0.075 0.383 -1.478
H -0.305 -0.774 -5.713
H 0.162 0.870 -5.321
H -2.547 0.179 -4.197
H -2.382 -0.062 -5.931
H -2.186 3.840 -3.169
H -3.648 4.447 -3.971
H -2.054 4.488 -4.822
H -0.755 -3.285 -5.713
H -0.421 -3.999 -1.838
H -0.257 -4.978 -3.375
H -2.355 -5.379 -2.093
H -2.745 -4.740 -3.702
H 2.979 -1.770 -4.785
H 2.121 -0.324 -5.309
H 4.126 -0.402 -2.928
H 4.426 0.076 -4.602
H 4.217 2.351 -4.858
H 3.076 -2.824 -2.655
H 3.566 -1.722 -1.374
H 1.584 -4.078 -1.137
H 3.562 -4.689 0.541
H 3.756 -4.959 -1.192
H 4.463 -3.477 -0.517
H 2.181 -3.369 1.435
H 0.066 -4.126 0.537
H -0.148 -2.825 1.710
H -0.374 -2.528 -0.103
H 1.477 -0.657 0.239
H 1.797 -1.051 1.928
H 3.146 -1.031 0.663
C -2.436 1.797 2.236
C -1.830 2.087 3.593
O -1.821 0.902 4.412
C -0.813 0.058 4.189
O 0.054 0.214 3.384
C -0.902 -1.136 5.145
F -2.150 -1.618 5.239
F -0.518 -0.791 6.390
F -0.121 -2.143 4.757
H -3.432 1.363 2.347
H -2.513 2.711 1.648
H -1.832 1.079 1.680
H -2.436 2.822 4.122
H -0.824 2.498 3.505
C -1.438 1.845 9.030
C -0.323 2.852 9.211
O -0.297 3.796 8.125
C -1.157 4.807 8.215
O -1.934 4.984 9.108
C -0.981 5.753 7.023
F -0.872 5.091 5.861
F 0.127 6.500 7.160
F -2.010 6.595 6.903
H -1.355 1.351 8.061
H -1.401 1.089 9.815
H -2.415 2.329 9.063
H 0.642 2.347 9.197
H -0.403 3.374 10.166
```

Charge ... -1
E_LUMO ... 1.895 eV

***

2.
Here is 6 unconnected molecules or ions with the total composition C28H43Br2I2NO18 from the OMol25 dataset. Energies are from ωB97M-V/def2-TZVPD.

```
94
Properties=species:S:1:pos:R:3
C -3.549 -1.108 -3.087
C -2.217 -1.039 -2.579
C -0.571 -0.736 -2.601
C -0.151 0.035 -1.223
Br -1.872 0.816 -0.455
C 0.889 1.287 -1.393
C 2.428 0.871 -1.781
Br 1.013 2.136 0.459
C 0.145 -2.229 -2.357
O -0.546 -3.192 -1.474
C -1.170 -4.261 -2.316
N -1.861 -4.845 -3.273
C 0.657 -2.745 -3.847
O 1.425 -3.776 -4.205
O 0.080 -1.708 -4.715
C 0.127 -0.373 -4.030
C -0.560 0.686 -5.071
I -1.769 2.262 -4.136
C -1.457 0.010 -6.269
C -2.584 1.059 -6.922
I -0.185 -0.569 -8.010
H -4.737 -1.080 -3.206
H 0.214 -0.749 -0.403
H 0.518 2.155 -2.093
H 2.598 1.253 -2.900
H 3.260 1.387 -1.140
H 2.561 -0.313 -1.853
H 1.196 -2.094 -1.809
H 1.269 -0.131 -4.107
H 0.343 1.244 -5.619
H -2.100 -0.929 -5.917
H -2.859 0.568 -7.976
H -2.134 2.111 -7.177
H -3.585 1.086 -6.315
C 5.072 0.632 4.045
O 4.158 0.118 3.078
C 3.915 -1.212 3.191
O 4.402 -1.962 4.023
O 3.037 -1.564 2.218
C 2.687 -2.947 2.215
H 5.192 1.703 3.861
H 4.678 0.498 5.058
H 6.052 0.153 3.943
H 2.198 -3.223 3.155
H 3.571 -3.568 2.040
H 1.981 -3.115 1.397
C -7.117 0.969 -10.851
O -7.426 -0.373 -10.480
C -6.754 -0.820 -9.389
O -5.943 -0.182 -8.736
O -7.141 -2.098 -9.151
C -6.510 -2.702 -8.023
H -7.710 1.221 -11.734
H -7.384 1.663 -10.047
H -6.057 1.064 -11.110
H -6.753 -2.155 -7.107
H -5.427 -2.754 -8.169
H -6.894 -3.721 -7.927
C -0.210 -0.714 3.116
O -0.981 -1.711 3.784
C -2.267 -1.352 4.029
O -2.783 -0.286 3.731
O -2.878 -2.384 4.662
C -4.247 -2.146 4.985
H 0.800 -1.108 2.972
H -0.636 -0.491 2.133
H -0.142 0.194 3.725
H -4.835 -1.981 4.076
H -4.341 -1.296 5.668
H -4.635 -3.036 5.488
C -0.425 1.355 9.727
O -1.416 0.339 9.591
C -1.225 -0.490 8.534
O -0.307 -0.428 7.731
O -2.231 -1.400 8.526
C -2.159 -2.345 7.459
H -0.677 1.959 10.603
H 0.564 0.912 9.887
H -0.419 2.009 8.848
H -1.241 -2.936 7.529
H -2.223 -1.839 6.491
H -3.012 -3.023 7.551
C 6.315 6.863 4.028
O 7.557 6.308 3.598
C 7.601 4.952 3.624
O 6.694 4.211 3.972
O 8.828 4.562 3.194
C 9.019 3.149 3.168
H 6.393 7.952 3.967
H 5.500 6.539 3.373
H 6.110 6.590 5.068
H 8.312 2.677 2.479
H 8.922 2.728 4.174
H 10.033 2.952 2.809
```

Structure (SMILES) ... C#C[C@@]1([C@H](Br)[C@H](C)Br)[C@@H](OC#N)C(=O)O[C@H]1[C@H](I)[C@@H](C)I.COC(=O)OC.COC(=O)OC.COC(=O)OC.COC(=O)OC.COC(=O)OC
Charge ... 0
E_LUMO ... -0.696 eV

***

3.
Here is a molecular structure, C28H43Br30O5P from the OMol25 dataset. Energies are from ωB97M-V/def2-TZVPD.

```
107
Properties=species:S:1:pos:R:3
C -0.404 4.390 -2.186
C -1.482 4.918 -1.620
C -2.827 4.244 -1.605
C -3.157 3.316 -0.440
P -4.614 2.257 -1.141
O -4.346 0.804 -1.235
O -3.677 3.924 0.758
C -3.862 2.853 1.596
O -4.673 2.806 2.451
O -3.019 1.869 1.273
C -2.202 2.291 0.143
C -0.846 2.744 0.724
C -0.724 2.896 2.250
C -0.380 1.584 2.980
C -1.453 1.017 3.931
C -1.415 -0.533 3.968
C -2.514 -1.149 3.082
C -1.990 -1.664 1.739
C -3.137 -2.152 0.854
C -2.836 -2.227 -0.650
C -1.405 -2.641 -1.036
C -0.680 -1.476 -1.682
O 0.388 -1.936 -2.501
C 1.237 -0.904 -2.969
H 0.559 4.879 -2.072
H -0.434 3.441 -2.709
H -1.372 5.875 -1.119
H -2.964 3.729 -2.553
H -3.590 5.028 -1.580
H -4.857 2.796 -2.418
H -5.735 2.630 -0.378
H -2.063 1.449 -0.528
H -0.492 3.656 0.266
H -0.129 1.971 0.444
H -1.572 3.394 2.717
H 0.121 3.575 2.388
H 0.503 1.762 3.597
H -0.075 0.844 2.240
H -2.452 1.360 3.678
H -1.208 1.390 4.926
H -0.436 -0.817 3.576
H -1.442 -0.877 5.001
H -3.002 -1.959 3.626
H -3.278 -0.407 2.848
H -1.431 -0.864 1.249
H -1.329 -2.505 1.958
H -3.962 -1.446 0.977
H -3.504 -3.108 1.233
H -3.575 -2.881 -1.110
H -3.036 -1.235 -1.052
H -1.456 -3.433 -1.798
H -0.846 -3.043 -0.195
H -0.287 -0.769 -0.940
H -1.370 -0.910 -2.318
H 1.573 -1.144 -3.979
H 2.107 -0.817 -2.319
H 0.726 0.060 -2.991
C 3.200 6.174 0.451
Br 4.100 7.583 -0.490
Br 3.335 6.381 2.360
Br 1.359 6.017 -0.096
H 3.688 5.247 0.192
C 4.843 0.047 -4.472
Br 3.711 1.594 -4.274
Br 4.989 -0.940 -2.832
Br 4.242 -1.076 -5.909
H 5.830 0.403 -4.727
C -3.361 -6.286 5.201
Br -4.661 -6.394 3.792
Br -1.594 -6.705 4.574
Br -3.405 -4.578 6.083
H -3.628 -7.030 5.936
C -0.237 7.583 3.274
Br -0.680 9.449 3.396
Br 0.289 6.860 4.973
Br -1.660 6.564 2.485
H 0.618 7.501 2.615
C 0.799 -4.341 -4.602
Br 0.846 -3.835 -6.457
Br -0.823 -5.243 -4.134
Br 2.366 -5.366 -4.154
H 0.817 -3.441 -4.013
C -2.265 12.161 5.601
Br -2.265 13.134 3.941
Br -0.717 12.576 6.660
Br -3.893 12.438 6.581
H -2.212 11.110 5.357
C 3.539 -9.725 -3.691
Br 4.430 -8.344 -4.682
Br 3.768 -9.491 -1.797
Br 1.683 -9.843 -4.175
H 4.004 -10.662 -3.958
C 8.594 -8.314 -5.213
Br 10.457 -8.009 -5.571
Br 8.114 -10.157 -5.476
Br 8.095 -7.697 -3.465
H 8.030 -7.733 -5.929
C 3.930 -5.940 -7.829
Br 3.856 -4.752 -9.338
Br 2.500 -7.213 -7.851
Br 5.648 -6.803 -7.691
H 3.803 -5.336 -6.941
C 1.340 -1.321 7.312
Br 1.113 0.583 7.151
Br 1.913 -1.819 9.077
Br -0.247 -2.259 6.779
H 2.125 -1.606 6.628
```

Charge ... 0
E_LUMO ... -0.495 eV

***

4.
Here is a molecular structure, C28H43CrGe2N6S2 from the OMol25 dataset. Energies are from ωB97M-V/def2-TZVPD.

```
82
Properties=species:S:1:pos:R:3
Cr 0.175 -0.980 0.541
C 0.494 -1.148 -3.757
C 0.327 -1.378 -2.296
N 0.239 -0.446 -1.410
N 0.106 0.861 -1.865
C -0.726 1.521 -1.133
N -1.084 2.774 -1.481
S -1.448 0.842 0.356
C 0.132 -2.757 -1.778
C 0.300 -3.876 -2.571
C -0.024 -5.124 -2.044
C -0.510 -5.201 -0.755
C -0.638 -4.031 -0.018
N -0.331 -2.834 -0.508
H 0.374 -0.099 -4.005
H -0.213 -1.747 -4.328
H 1.500 -1.465 -4.043
H -0.786 3.094 -2.391
H -1.941 3.162 -1.126
H 0.675 -3.787 -3.579
H 0.098 -6.015 -2.645
H -0.792 -6.146 -0.313
H -0.994 -4.061 1.005
C 1.414 3.332 0.970
C 0.051 3.950 1.248
Ge -1.349 2.712 1.813
C -3.179 3.363 1.705
C -4.183 2.366 2.286
C -0.939 2.025 3.559
C -0.050 1.118 3.987
Ge 0.890 -0.215 2.853
C 2.654 -0.448 3.682
C 3.422 0.866 3.795
C -0.255 -1.909 2.811
C -1.335 -1.968 3.904
C 0.302 1.127 5.438
C 0.395 -0.037 6.199
C 0.718 0.017 7.545
C 0.973 1.238 8.152
C 0.904 2.404 7.405
C 0.570 2.349 6.061
H 2.157 4.106 0.774
H 1.373 2.689 0.087
H 1.768 2.743 1.820
H -0.288 4.546 0.404
H 0.123 4.631 2.104
H -3.432 3.615 0.672
H -3.206 4.310 2.252
H -4.158 1.415 1.749
H -5.200 2.748 2.221
H -3.975 2.159 3.336
H -1.405 2.641 4.332
H 3.220 -1.201 3.133
H 2.479 -0.850 4.681
H 3.607 1.320 2.820
H 4.390 0.708 4.272
H 2.884 1.596 4.400
H 0.409 -2.774 2.851
H -0.862 -2.060 1.891
H -0.896 -2.238 4.860
H -2.084 -2.726 3.672
H -1.849 -1.015 4.028
H 0.207 -0.999 5.743
H 0.770 -0.896 8.122
H 1.233 1.280 9.201
H 1.117 3.359 7.867
H 0.543 3.262 5.478
S 2.412 -2.005 0.516
C 3.609 -0.796 0.213
N 3.327 0.498 0.120
C 4.337 1.528 -0.135
C 5.452 0.929 -0.973
C 5.982 -0.313 -0.281
N 4.860 -1.201 0.040
H 2.382 0.769 0.335
H 4.730 1.900 0.815
H 3.847 2.355 -0.645
H 6.254 1.653 -1.102
H 5.073 0.671 -1.964
H 6.515 -0.056 0.637
H 6.665 -0.864 -0.924
H 5.027 -2.191 0.130
```

Charge ... +2
E_LUMO (spin up / spin down) ... -5.927 / -6.091 eV
Spin multiplicity ... 4

***

5.
Here is a molecular structure, C28H44BrN2O5PtSSbSeSi from the OMol25 dataset. Energies are from ωB97M-V/def2-TZVPD.

```
85
Properties=species:S:1:pos:R:3
Pt -0.623 -0.157 0.340
C 2.696 -0.141 -2.245
C 3.454 0.004 -0.928
C 4.204 1.333 -0.849
C 4.445 -1.150 -0.777
O 2.458 -0.068 0.107
Si 2.573 0.139 1.729
S 0.548 -0.184 2.394
O 3.174 1.617 2.018
C 3.153 2.468 3.172
C 1.783 3.139 3.252
C 3.429 1.659 4.437
C 4.243 3.512 2.958
O 3.588 -0.906 2.454
C 3.498 -2.260 2.910
C 4.935 -2.746 3.070
C 2.756 -2.294 4.245
C 2.765 -3.130 1.892
H 3.378 -0.056 -3.092
H 1.928 0.626 -2.330
H 2.200 -1.112 -2.280
H 4.875 1.443 -1.701
H 4.783 1.376 0.072
H 3.500 2.163 -0.837
H 5.253 -1.039 -1.501
H 3.945 -2.103 -0.954
H 4.867 -1.150 0.228
H 1.005 2.381 3.332
H 1.600 3.723 2.348
H 1.727 3.798 4.120
H 2.608 0.962 4.620
H 3.527 2.324 5.294
H 4.347 1.083 4.318
H 4.042 4.088 2.055
H 5.215 3.028 2.851
H 4.279 4.192 3.809
H 5.464 -2.123 3.792
H 5.458 -2.689 2.115
H 4.946 -3.780 3.414
H 3.287 -1.708 4.997
H 2.662 -3.321 4.598
H 1.761 -1.870 4.116
H 3.285 -3.115 0.934
H 1.750 -2.753 1.748
H 2.718 -4.158 2.253
Se 0.226 3.121 -1.024
N -0.637 1.998 0.055
C -1.366 2.728 0.905
C -2.178 2.213 1.944
C -2.900 3.090 2.695
C -2.827 4.495 2.482
C -2.020 5.029 1.526
C -1.271 4.151 0.701
N -0.453 4.542 -0.267
H -2.200 1.146 2.126
H -3.534 2.713 3.486
H -3.415 5.152 3.109
H -1.924 6.094 1.371
Br -9.397 1.395 -0.780
C -7.587 0.856 -0.551
C -7.312 -0.298 0.163
C -5.992 -0.679 0.336
C -4.962 0.081 -0.208
C -5.259 1.237 -0.919
C -6.576 1.634 -1.090
C -3.535 -0.340 0.025
O -3.323 -1.133 0.966
O -2.666 0.155 -0.769
H -8.115 -0.885 0.585
H -5.738 -1.565 0.901
H -4.449 1.825 -1.328
H -6.813 2.539 -1.631
C 0.225 -4.316 -0.635
Sb -1.034 -2.705 0.076
C -2.726 -3.381 -1.044
C -1.445 -3.588 1.980
H -0.333 -5.232 -0.446
H 1.176 -4.362 -0.111
H 0.413 -4.227 -1.704
H -3.316 -4.028 -0.398
H -2.389 -3.943 -1.913
H -3.339 -2.546 -1.371
H -2.414 -4.080 1.928
H -1.481 -2.800 2.727
H -0.674 -4.313 2.234
```

Charge ... 0
E_LUMO ... -1.321 eV

***

Largest force on an atom across the listed records, respectively: 0.0549; 0.2331; 0.0296; 0.0071; 0.0337 Eh/bohr.